ORCA calculation (the ωB97M-V functional and the def2-TZVPD basis) on a 2-piece molecular cluster, C9H11ClN4 overall at a distorted geometry.

Calculated values
Gap between HOMO and LUMO (eV): 5.99
ΔE to the lowest compared entry with this formula, charge and spin (kJ/mol): 262.5

Geometry as ORCA input:
```
! RIJCOSX wB97M-V def2-TZVPD def2/J DEFGRID3
* xyz 0 1
C -2.11 0.54 2.20
N -0.80 -0.12 2.21
C -0.74 -1.54 1.79
C 0.29 0.54 2.48
Cl 1.83 -0.14 2.58
H -2.80 -0.03 2.83
H -2.01 1.56 2.57
H -2.51 0.55 1.18
H -1.76 -1.86 1.59
H -0.13 -1.63 0.88
H -0.30 -2.14 2.59
H 0.25 1.60 2.76
C 0.71 2.28 -3.88
C 0.47 1.41 -2.82
C 0.09 1.98 -1.60
C -0.03 3.39 -1.44
C 0.22 4.26 -2.51
C 0.59 3.68 -3.73
N -0.42 3.62 -0.13
N -0.52 2.42 0.45
N -0.23 1.40 -0.38
H 1.01 1.88 -4.85
H 0.55 0.32 -2.89
H 0.12 5.33 -2.35
H 0.80 4.33 -4.59
*
```

Formally, the Mulliken partial charges of the atoms, in units of the elementary charge, are as follows: -0.94 0.23 -1.10 0.16 -0.07 0.39 0.35 0.38 0.38 0.38 0.37 0.38 -0.45 -0.72 0.26 0.75 -0.55 -0.40 -1.15 0.14 -0.21 0.33 0.38 0.39 0.33